# 1
Entry from OMol25: 2 unconnected molecules or ions with the total composition C37H34N2O3 (ωB97M-V with the def2-TZVPD basis set).

Summary:
Total energy, eV: -48040.187
HOMO-LUMO gap, eV: 4.931
Total charge: 0
Largest force on an atom, hartree/bohr: 0.074
Multiplicity: 1
HOMO, eV: -6.19

Each line ends with the Mulliken charge.
CARTESIAN COORDINATES (ANGSTROEM)
C1 -6.5044 -1.3476 -1.2002  -1.4335
C2 -5.5321 -0.2129 -1.0501  0.5763
C3 -4.5055 -0.2874 -0.1049  -1.0081
C4 -3.6179 0.7766 0.0884  1.3934
C5 -2.5421 0.6675 1.1152  -1.5157
C6 -3.7459 1.8987 -0.7437  0.3554
N1 -2.8151 2.9765 -0.6103  0.5014
C7 -1.4607 2.8800 -0.7520  -0.0495
C8 -0.7744 1.7023 -1.3242  0.1954
C9 0.5485 1.4356 -0.7798  0.3215
C10 1.4235 0.5218 -1.2748  -1.4241
C11 2.8092 0.9497 -1.5408  0.2469
C12 3.4688 0.6226 -2.7535  -0.0653
C13 4.7951 1.0136 -2.9802  -0.6255
C14 5.5089 1.6967 -1.9826  -0.3871
C15 4.8698 2.0410 -0.7879  -0.7344
C16 3.5177 1.7344 -0.5987  0.1346
O1 -1.2957 1.0342 -2.2385  -0.6985
N2 -0.9467 4.1176 -0.6317  0.1439
C17 0.4450 4.4880 -0.8231  -0.7913
C18 -1.9736 5.0099 -0.3017  -0.8908
C19 -3.1264 4.3122 -0.3119  -0.3070
C20 -4.7280 1.9816 -1.7327  0.7952
C21 -4.7486 3.1332 -2.6838  -1.4472
C22 -5.6287 0.9201 -1.8587  -1.1793
H1 -7.2644 -1.1213 -1.9546  0.3549
H2 -6.0008 -2.2742 -1.5029  0.3258
H3 -7.0249 -1.5653 -0.2586  0.3350
H4 -4.3756 -1.1888 0.4935  0.3985
H5 -2.2175 1.6414 1.5007  0.3172
H6 -2.8909 0.0501 1.9543  0.6026
H7 -1.6772 0.1304 0.6983  0.1095
H8 0.8313 2.0621 0.0652  0.6366
H9 1.1201 -0.5054 -1.5708  0.4136
H10 2.8926 0.0855 -3.5155  0.4213
H11 5.2673 0.7835 -3.9408  0.3759
H12 6.5694 1.9172 -2.1282  0.4107
H13 5.4230 2.5496 0.0069  0.3613
H14 3.0079 2.0361 0.3181  0.3512
H15 0.5139 5.5778 -0.8816  0.3587
H16 1.0669 4.1512 0.0142  0.3583
H17 0.8262 4.0511 -1.7524  0.3597
H18 -1.8078 6.0638 -0.1330  0.4387
H19 -4.1459 4.6287 -0.1631  0.6035
H20 -5.5415 2.9633 -3.4209  0.4186
H21 -4.9550 4.0810 -2.1689  0.3296
H22 -3.7955 3.2236 -3.2287  0.2819
H23 -6.4006 0.9832 -2.6236  0.2823
C23 6.7436 -2.2033 1.2961  -0.4042
C24 5.8367 -2.7489 2.2128  -0.6342
C25 4.4667 -2.5553 2.0313  -0.2865
C26 3.9983 -1.7887 0.9697  -0.1194
C27 2.5166 -1.4551 1.0162  0.9197
C28 1.6494 -2.5751 0.9396  -1.2899
C29 0.2257 -2.4379 1.1257  0.1986
C30 -0.4220 -3.4397 2.0764  -0.1220
C31 0.3267 -4.1409 3.0399  0.2276
C32 -0.2680 -5.1127 3.8548  -0.7986
C33 -1.6380 -5.3844 3.7366  -0.2706
C34 -2.4088 -4.6448 2.8243  -0.5813
C35 -1.8129 -3.6630 2.0207  -0.2159
O2 -0.4509 -1.5869 0.5280  -0.6945
O3 2.1562 -0.2777 1.2352  -0.7252
C36 4.8968 -1.2582 0.0358  0.2723
C37 6.2691 -1.4799 0.1912  -0.7810
H24 7.8191 -2.3437 1.4358  0.3479
H25 6.1829 -3.3154 3.0795  0.3756
H26 3.7292 -2.9784 2.7222  0.2202
H27 2.0846 -3.5822 0.9289  0.6968
H28 1.3959 -3.9253 3.1196  0.3754
H29 0.3465 -5.6569 4.5751  0.3688
H30 -2.0992 -6.1645 4.3468  0.3544
H31 -3.4775 -4.8456 2.7372  0.3562
H32 -2.4102 -3.0800 1.3132  0.4212
H33 4.5053 -0.6627 -0.7953  0.4523
H34 6.9760 -1.0837 -0.5424  0.3838

---

# 2
Entry from OMol25: 2 unconnected molecules or ions with the total composition C37H34N6O5 (ωB97M-V with the def2-TZVPD basis set).

Summary:
Total energy, eV: -58088.361
HOMO-LUMO gap, eV: 3.116
Total charge: 0
Largest force on an atom, hartree/bohr: 0.083
Energy above the lowest of the compared OMol25 structures with the same formula, charge and spin, eV: 1.520
Multiplicity: 1
HOMO, eV: -5.72

Each line ends with the Mulliken charge.
CARTESIAN COORDINATES (ANGSTROEM)
N1 0.8139 2.7302 -5.3017  -0.5258
C1 0.1696 1.9378 -5.8797  -0.1258
C2 -0.5799 0.9112 -6.5665  0.0623
C3 -1.8308 0.4944 -6.0735  -0.4859
C4 -2.5956 -0.3887 -6.8373  0.1916
N2 -3.9796 -0.4503 -6.8724  0.7356
O1 -4.8666 0.1440 -6.2736  -0.6245
O2 -4.2667 -1.1681 -8.0849  -0.1594
N3 -3.1273 -1.5914 -8.7160  -0.3962
C5 -2.1014 -1.0641 -7.9710  0.5403
C6 -0.7470 -0.7397 -8.4089  -0.2722
N4 -0.0826 -1.3344 -9.5429  0.8742
O3 -0.5868 -2.2649 -10.2040  -0.5327
O4 1.0551 -0.8609 -9.8196  -0.5749
C7 -0.0796 0.3188 -7.7563  -0.2651
H1 -2.4012 1.0224 -5.3205  1.1190
H2 0.8682 0.6943 -8.1641  0.5625
C8 -1.4184 0.7554 -3.2720  -1.3847
C9 -1.4951 1.0421 -1.8190  0.1290
C10 -0.5320 1.9058 -1.2946  -1.0464
C11 -0.4065 2.0480 0.0828  0.3260
C12 0.7031 2.8869 0.6426  -1.4469
C13 -1.2698 1.2833 0.8827  -0.0533
N5 -0.8332 0.9741 2.1940  0.9328
C14 0.3359 0.3465 2.5336  -0.7470
C15 1.4371 -0.0641 1.6259  0.0633
C16 1.2316 -0.5693 0.1976  1.8900
C17 2.2633 -0.2546 -0.8043  -1.9565
C18 0.2783 -1.5883 -0.0535  0.5866
C19 -0.4329 -2.1650 1.0159  -0.3989
C20 -1.4380 -3.1048 0.8199  -0.4662
C21 -1.8048 -3.4680 -0.4791  -0.5757
C22 -1.0798 -2.9711 -1.5714  -0.7373
C23 -0.0359 -2.0717 -1.3720  -0.9026
O5 2.6022 0.0620 2.0638  -0.7451
N6 0.4615 0.4593 3.8852  1.0633
C24 1.6100 0.3070 4.7315  -0.2258
C25 2.1094 -0.9656 5.0296  1.5207
C26 1.6123 -2.1930 4.3353  -1.2168
C27 3.0727 -1.0974 6.0447  -1.3207
C28 3.4981 0.0056 6.7940  0.6686
C29 4.4937 -0.1557 7.9085  -1.4805
C30 2.9675 1.2635 6.4879  -1.2013
C31 2.0270 1.4281 5.4661  0.4763
C32 1.4780 2.7937 5.2051  -1.3536
C33 -0.7448 0.9698 4.3944  -1.7469
C34 -1.5384 1.2681 3.3601  -0.1215
C35 -2.3751 0.5811 0.3837  1.1584
C36 -3.2993 -0.1783 1.2738  -1.8641
C37 -2.4644 0.4590 -1.0053  -0.7027
H3 -2.2116 0.0613 -3.5625  0.6325
H4 -1.4956 1.7062 -3.8143  0.4867
H5 -0.4531 0.3071 -3.5508  0.4440
H6 0.1632 2.4223 -1.9638  0.4942
H7 0.3690 3.4939 1.4986  0.3071
H8 1.5722 2.2749 0.9454  0.2105
H9 1.0514 3.5646 -0.1558  0.4905
H10 2.5931 -1.1656 -1.3403  0.4625
H11 1.8512 0.4365 -1.5603  0.2106
H12 3.1373 0.2121 -0.3325  0.4139
H13 -0.1650 -1.8467 2.0235  0.6332
H14 -1.9133 -3.5655 1.6927  0.3981
H15 -2.6306 -4.1698 -0.6408  0.3654
H16 -1.3176 -3.3169 -2.5925  0.3908
H17 0.5351 -1.6982 -2.2264  0.3211
H18 2.0520 -3.0713 4.8279  0.4724
H19 0.5163 -2.2920 4.3824  0.2313
H20 1.9265 -2.2104 3.2818  0.2355
H21 3.4710 -2.0910 6.2639  0.3598
H22 4.4703 0.7208 8.5640  0.3798
H23 4.2681 -1.0423 8.5121  0.3619
H24 5.5191 -0.2638 7.5311  0.2868
H25 3.2808 2.1370 7.0674  0.3323
H26 2.0665 3.5180 5.7828  0.4282
H27 1.5459 3.0782 4.1441  0.1775
H28 0.4369 2.8995 5.5270  0.3649
H29 -0.8855 1.1368 5.4448  0.7574
H30 -2.5301 1.7087 3.3353  0.6578
H31 -4.0864 -0.6262 0.6559  0.4101
H32 -2.7816 -1.0053 1.7793  0.3338
H33 -3.7747 0.4575 2.0298  0.4033
H34 -3.2562 -0.1528 -1.4444  0.3023

---

Q: What is the HOMO-LUMO gap in the first record?
A: 4.931 eV